109
Properties=species:S:1:pos:R:3 method="wB97M-V/def2-TZVPD" charge=+3 gap_ev="3.5 / 3.5" energy_ha=-3739.3268 lumo_ev="-10.8 / -10.8" e_homo_ev="-14.32 / -14.32"
Te -1.25 -2.09 -0.60
V -0.17 0.47 -1.10
S 2.57 3.30 1.28
O 0.27 -1.95 -3.45
N -1.75 1.18 -2.41
N 3.17 4.72 3.43
N 4.69 4.83 1.59
N 0.80 0.16 -2.55
N 0.40 0.39 1.04
N -1.68 1.79 0.23
N 0.44 2.52 -1.21
C -2.88 1.75 -1.92
C -0.56 0.59 1.99
C 5.34 7.21 1.64
C -2.71 -3.35 -1.89
C 1.82 -0.49 2.77
C 3.65 5.65 4.43
C -1.14 -4.16 2.07
C -1.23 3.25 0.39
C -4.43 -5.20 -3.18
C 4.55 4.95 5.45
C -1.85 1.21 1.56
C 1.40 -6.54 3.75
C 1.07 -0.99 -3.30
C -0.41 0.15 3.30
C -4.57 -1.70 -1.62
C -2.56 1.55 -4.65
C 1.64 4.05 -2.64
C -4.06 -3.03 -2.10
C -3.01 1.73 -0.44
C -1.65 1.02 -3.76
C -0.57 -5.13 2.92
C 2.41 -0.95 -4.03
C -2.18 -4.57 -2.42
C -0.34 -3.60 1.04
C -2.57 -3.67 2.23
C 0.80 -0.43 3.70
C 1.61 -0.06 1.49
C -0.71 -4.92 -2.34
C -0.31 3.59 -0.73
C 0.78 -5.50 2.84
C -5.37 -6.25 -3.78
C 0.86 5.11 -2.21
C 5.72 5.77 2.04
C 1.57 -4.84 1.89
C -3.73 2.07 -4.14
C 3.54 4.37 2.18
C -3.07 -5.49 -3.03
C -3.90 2.14 -2.76
C 1.02 -3.91 0.97
C -0.08 4.88 -1.18
C -4.90 -3.97 -2.72
C 1.42 2.80 -2.09
C 1.86 -3.34 -0.13
H 2.46 -6.65 3.49
H -5.95 -5.82 -4.60
H -4.83 2.51 -2.31
H 0.90 -7.50 3.66
H -6.09 -6.55 -3.04
H -3.67 2.55 -0.10
H -2.53 -2.62 2.51
H 6.59 5.48 1.50
H -2.11 3.90 0.39
H -5.61 -1.52 -1.89
H 2.37 4.12 -3.47
H 2.28 -0.51 -5.06
H 5.33 7.30 0.54
H 0.91 6.10 -2.65
H 3.13 -0.34 -3.50
H 2.66 -5.06 1.84
H -0.51 -5.78 -2.99
H 2.38 4.12 3.69
H 4.35 7.42 1.99
H -3.97 -0.92 -2.07
H -2.31 1.48 -5.70
H 3.94 4.41 6.17
H 2.81 -0.93 3.05
H 1.61 -3.83 -1.09
H 4.64 4.63 0.60
H -2.66 -6.43 -3.41
H 0.90 -0.82 4.72
H 5.90 5.61 3.11
H -4.85 -7.12 -4.14
H -0.66 5.69 -0.72
H -3.03 -4.24 3.05
H 6.03 7.94 2.05
H -2.08 2.04 2.24
H -3.10 -3.79 1.31
H -5.94 -3.69 -2.88
H -0.09 -4.09 -2.68
H -3.52 0.78 -0.15
H 4.16 6.50 3.93
H -1.25 -5.56 3.66
H -2.69 0.48 1.63
H -4.52 2.48 -4.76
H 1.31 -6.26 4.80
H 5.20 4.22 4.97
H 2.12 1.98 -2.31
H 2.78 -1.97 -4.16
H 2.92 -3.55 0.10
H 5.18 5.66 6.00
H -0.77 0.47 -4.14
H -0.41 -5.18 -1.32
H -0.71 3.38 1.35
H -4.43 -1.65 -0.53
H 2.42 -0.03 0.76
H 1.75 -2.27 -0.27
H 2.74 6.03 4.91
H -1.22 0.30 4.05